(1)
Formula: C26H30N2O7P2PtSSi
Source: OMol25
Level of theory: the ωB97M-V functional and the def2-TZVPD basis

Last column: Löwdin spin population.
CARTESIAN COORDINATES (ANGSTROEM)
Pt (-0.180, 0.579, 0.261)  0.08
C (-0.549, 3.789, -3.690)  0.00
C (-0.518, 2.274, -3.510)  0.00
O (-0.788, 1.637, -4.773)  0.00
P (1.185, 1.695, -3.200)  0.00
O (1.874, 2.670, -2.162)  0.00
O (1.943, 2.204, -4.530)  0.00
O (1.349, 0.256, -2.955)  0.00
P (-1.932, 1.725, -2.375)  0.00
O (-2.332, 3.069, -1.582)  0.00
O (-2.977, 1.406, -3.384)  0.00
O (-1.571, 0.680, -1.345)  0.01
H (0.214, 4.098, -4.406)  0.00
H (-0.377, 4.292, -2.740)  0.00
H (-1.533, 4.074, -4.064)  0.00
H (-1.727, 1.361, -4.682)  0.00
H (1.720, 2.358, -1.249)  0.00
H (1.510, 1.774, -5.278)  0.00
H (-1.779, 3.156, -0.785)  0.00
C (1.122, 6.225, -0.455)  0.00
Si (-0.231, 5.562, 0.670)  0.00
C (-1.889, 6.290, 0.154)  0.00
C (0.121, 6.127, 2.430)  0.00
C (-0.276, 3.759, 0.569)  0.00
C (-0.228, 2.537, 0.488)  0.00
H (1.185, 7.315, -0.428)  0.00
H (0.949, 5.915, -1.487)  0.00
H (2.087, 5.815, -0.155)  0.00
H (-1.865, 7.383, 0.151)  0.00
H (-2.668, 5.969, 0.848)  0.00
H (-2.176, 5.949, -0.841)  0.00
H (0.134, 7.216, 2.509)  0.00
H (1.087, 5.747, 2.763)  0.00
H (-0.641, 5.741, 3.110)  0.00
S (-0.334, -1.803, 0.420)  0.02
C (-1.194, -2.376, -1.002)  0.07
N (-0.646, -2.042, -2.230)  0.19
C (-1.406, -2.246, -3.379)  0.24
C (-2.496, -3.060, -3.293)  0.04
C (-2.846, -3.581, -2.043)  0.32
N (-2.219, -3.154, -0.887)  0.08
H (0.012, -1.270, -2.235)  0.01
H (-1.072, -1.744, -4.273)  0.02
H (-3.094, -3.267, -4.171)  -0.01
H (-3.703, -4.229, -1.911)  0.03
C (1.096, 0.493, 1.683)  0.22
C (1.947, 0.437, 2.569)  0.07
C (2.880, 0.329, 3.587)  0.27
C (3.392, 1.558, 4.195)  0.02
C (2.598, 2.716, 4.207)  0.05
C (3.060, 3.894, 4.763)  0.00
C (4.338, 3.969, 5.308)  0.05
C (5.151, 2.845, 5.271)  0.00
C (4.688, 1.660, 4.724)  0.05
C (3.308, -0.999, 4.008)  0.02
C (3.904, -1.255, 5.254)  0.05
C (4.280, -2.536, 5.622)  0.00
C (4.067, -3.608, 4.766)  0.07
C (3.448, -3.378, 3.541)  0.00
C (3.069, -2.104, 3.169)  0.05
H (1.613, 2.668, 3.758)  0.00
H (2.420, 4.767, 4.770)  0.00
H (4.698, 4.894, 5.742)  0.00
H (6.162, 2.894, 5.660)  0.00
H (5.350, 0.806, 4.670)  0.00
H (4.039, -0.444, 5.958)  0.00
H (4.734, -2.699, 6.593)  0.00
H (4.367, -4.608, 5.054)  0.00
H (3.251, -4.205, 2.869)  0.00
H (2.573, -1.935, 2.221)  0.00

- net charge = -2
- frontier orbital gap (spin up / spin down) (Ha) = 0.160 / 0.223
- <S²> = 2.051
- ΔE to the lowest compared entry with this formula, charge and spin (eV) = 0.1100
- HOMO (spin up / spin down) (eV) = -0.1 / -2.2
- 2S+1 = 3
- lowest unoccupied orbital energy (spin up / spin down) (eV) = 4.3 / 3.9

(2)
Formula: C26H30N6O3ReS2
Source: OMol25
Level of theory: the ωB97M-V functional and the def2-TZVPD basis

Last column: Löwdin spin population.
CARTESIAN COORDINATES (ANGSTROEM)
Re (0.389, -0.122, -0.368)  0.84
C (1.569, -2.951, 0.357)  0.00
C (0.233, -3.338, 1.032)  0.00
N (-0.814, -2.386, 0.703)  0.03
C (-1.949, -2.886, -0.050)  0.00
C (-2.395, -1.820, -1.049)  0.01
N (-1.238, -1.219, -1.729)  0.02
C (-0.475, -2.106, -2.626)  0.00
C (0.648, -2.887, -1.913)  0.00
N (1.358, -2.121, -0.851)  0.01
H (2.131, -3.856, 0.105)  0.00
H (2.166, -2.359, 1.049)  0.00
H (0.398, -3.382, 2.107)  0.00
H (-0.072, -4.339, 0.722)  0.00
H (-1.090, -1.820, 1.497)  0.00
H (-2.801, -3.142, 0.592)  0.00
H (-1.669, -3.792, -0.592)  0.00
H (-2.902, -1.016, -0.512)  0.00
H (-3.097, -2.258, -1.768)  0.00
H (-1.618, -0.458, -2.292)  0.00
H (-0.044, -1.484, -3.414)  0.00
H (-1.136, -2.832, -3.112)  0.00
H (1.354, -3.215, -2.679)  0.00
H (0.227, -3.779, -1.457)  0.00
H (2.300, -1.913, -1.187)  0.00
O (0.717, -0.545, 1.766)  0.02
N (1.267, 0.375, 2.520)  0.00
C (1.056, 0.361, 3.846)  0.00
C (1.594, 1.331, 4.654)  0.00
C (2.365, 2.349, 4.094)  0.00
C (2.600, 2.335, 2.738)  0.00
C (2.043, 1.328, 1.954)  0.01
S (2.337, 1.218, 0.264)  0.00
H (0.425, -0.430, 4.221)  0.00
H (1.406, 1.301, 5.715)  0.00
H (2.774, 3.130, 4.713)  0.00
H (3.187, 3.093, 2.247)  0.00
O (-1.264, 1.000, 2.060)  0.00
S (-1.687, 1.973, 1.093)  0.00
O (-1.515, 3.356, 1.395)  0.00
N (-0.752, 1.591, -0.272)  0.03
C (-0.691, 2.439, -1.329)  0.00
C (-1.246, 3.714, -1.429)  0.00
C (-1.109, 4.455, -2.602)  0.00
C (-0.361, 4.002, -3.662)  0.00
C (0.317, 2.772, -3.568)  0.00
C (1.251, 2.314, -4.517)  0.00
C (1.914, 1.133, -4.288)  0.00
C (1.609, 0.388, -3.150)  0.00
N (0.720, 0.773, -2.244)  0.00
C (0.110, 1.972, -2.416)  0.02
C (-3.369, 1.578, 0.616)  0.00
C (-4.067, 2.351, -0.292)  0.00
C (-5.384, 2.031, -0.585)  0.00
C (-5.992, 0.952, 0.034)  0.00
C (-5.286, 0.184, 0.948)  0.00
C (-3.966, 0.494, 1.240)  0.00
H (-1.720, 4.157, -0.569)  0.00
H (-1.581, 5.424, -2.659)  0.00
H (-0.243, 4.593, -4.553)  0.00
H (1.464, 2.906, -5.391)  0.00
H (2.666, 0.768, -4.969)  0.00
H (2.128, -0.542, -2.969)  0.00
H (-3.606, 3.206, -0.752)  0.00
H (-5.937, 2.637, -1.284)  0.00
H (-7.017, 0.711, -0.199)  0.00
H (-5.765, -0.646, 1.444)  0.00
H (-3.406, -0.068, 1.972)  0.00

- net charge = +2
- frontier orbital gap (spin up / spin down) (Ha) = 0.214 / 0.231
- <S²> = 0.759
- HOMO (spin up / spin down) (eV) = -13.4 / -13.5
- 2S+1 = 2
- lowest unoccupied orbital energy (spin up / spin down) (eV) = -7.6 / -7.2

- Number 2 is which compound?
  C26H30N6O3ReS2